Below is a structure of composition C33H78BrN5O4P in a non-equilibrium geometry, with properties calculated with ωB97M-V with the def2-TZVPD basis set.

CARTESIAN COORDINATES (ANGSTROEM)
C1 0.424 0.457 0.047
C2 1.907 0.042 0.145
C3 2.289 -0.592 -1.199
C4 2.743 1.330 0.384
C5 3.729 1.419 1.576
Br1 5.570 1.494 0.907
P1 3.494 3.058 2.424
O1 4.201 4.160 1.781
O2 3.975 2.829 3.927
O3 1.919 3.279 2.591
C6 3.575 0.301 2.609
C7 3.240 -1.069 2.037
C8 4.368 -1.700 1.229
C9 2.938 -1.991 3.234
N1 1.979 -0.945 1.261
O4 1.473 -2.076 0.946
H1 -0.143 -0.338 -0.436
H2 0.320 1.360 -0.551
H3 -0.002 0.591 1.039
H4 2.320 0.216 -1.932
H5 1.545 -1.318 -1.505
H6 3.276 -1.045 -1.182
H7 3.307 1.530 -0.522
H8 2.042 2.154 0.469
H9 3.267 2.551 4.514
H10 1.641 3.873 1.887
H11 4.491 0.234 3.189
H12 2.755 0.577 3.277
H13 4.049 -2.685 0.894
H14 4.697 -1.110 0.382
H15 5.219 -1.837 1.896
H16 1.959 -1.739 3.641
H17 3.688 -1.816 4.003
H18 2.935 -3.030 2.928
C10 -0.414 -3.877 3.123
C11 -1.770 -4.357 2.633
N2 -2.856 -3.487 3.048
C12 -4.173 -4.067 2.860
C13 -4.632 -4.374 1.430
C14 -2.713 -2.092 2.672
C15 -2.524 -1.754 1.188
H19 -0.427 -3.716 4.202
H20 0.348 -4.624 2.898
H21 -0.110 -2.954 2.633
H22 -1.968 -5.350 3.049
H23 -1.723 -4.485 1.540
H24 -4.903 -3.406 3.336
H25 -4.199 -4.998 3.436
H26 -4.870 -3.469 0.872
H27 -5.538 -4.984 1.459
H28 -3.880 -4.933 0.873
H29 -1.861 -1.680 3.220
H30 -3.581 -1.550 3.059
H31 -1.758 -2.377 0.723
H32 -2.201 -0.716 1.090
H33 -3.446 -1.860 0.617
C16 -6.247 0.140 4.472
C17 -5.399 -0.337 5.642
N3 -4.303 0.560 5.951
C18 -3.303 -0.026 6.825
C19 -3.721 -0.410 8.249
C20 -4.679 1.934 6.234
C21 -5.681 2.187 7.369
H34 -5.621 0.355 3.605
H35 -6.961 -0.636 4.194
H36 -6.818 1.037 4.715
H37 -4.963 -1.305 5.374
H38 -6.058 -0.523 6.505
H39 -2.454 0.662 6.875
H40 -2.925 -0.923 6.324
H41 -3.870 0.462 8.884
H42 -2.938 -1.015 8.709
H43 -4.638 -1.001 8.258
H44 -5.090 2.366 5.318
H45 -3.763 2.497 6.428
H46 -6.550 1.531 7.298
H47 -6.044 3.215 7.312
H48 -5.235 2.055 8.353
C22 2.987 4.664 -1.207
C23 3.369 4.323 -2.636
N4 2.539 3.264 -3.186
C24 3.066 2.674 -4.403
C25 3.175 3.560 -5.649
C26 1.107 3.511 -3.168
C27 0.584 4.770 -3.871
H49 2.971 3.758 -0.607
H50 3.724 5.332 -0.764
H51 2.013 5.155 -1.137
H52 4.399 3.958 -2.638
H53 3.364 5.241 -3.245
H54 2.460 1.796 -4.645
H55 4.063 2.287 -4.171
H56 2.201 3.775 -6.088
H57 3.765 3.047 -6.411
H58 3.672 4.507 -5.434
H59 0.785 3.550 -2.123
H60 0.613 2.630 -3.586
H61 1.156 5.657 -3.595
H62 -0.453 4.947 -3.579
H63 0.603 4.676 -4.955
C28 2.088 -3.001 -8.902
C29 1.662 -1.612 -8.451
N5 0.315 -1.580 -7.913
C30 -0.224 -0.241 -7.776
C31 0.464 0.712 -6.792
C32 0.061 -2.488 -6.807
C33 0.949 -2.372 -5.560
H64 1.352 -3.426 -9.586
H65 3.045 -2.944 -9.422
H66 2.214 -3.686 -8.063
H67 1.682 -0.945 -9.317
H68 2.414 -1.223 -7.745
H69 -1.282 -0.327 -7.511
H70 -0.206 0.219 -8.769
H71 0.264 0.441 -5.755
H72 0.089 1.728 -6.937
H73 1.544 0.740 -6.939
H74 0.142 -3.510 -7.186
H75 -0.986 -2.374 -6.518
H76 2.008 -2.328 -5.817
H77 0.805 -3.250 -4.927
H78 0.709 -1.497 -4.959

## Properties
2S+1 ... 2
Total energy ... -130458.0887 eV
ΔE to the lowest compared entry with this formula, charge and spin ... 0.0 kJ/mol
Total charge ... 0
HOMO energy (alpha / beta) ... -7.98 / -7.98 eV